DFT (the ωB97M-V functional and the def2-TZVPD basis) results for a 8-piece molecular cluster, C28H49ClFI2N3O33S8 overall in a non-equilibrium geometry.

Structure (XYZ):
```
125
Properties=species:S:1:pos:R:3:forces:R:3
C -3.598190 -2.630703 -2.183183 -0.2 0.9 -1.1
C -3.160690 -1.078856 -2.372892 2.4 -0.4 0.9
I -4.722069 0.249155 -3.020417 0.7 -0.7 0.3
C -1.846950 -0.612418 -2.127057 -4.1 -0.4 0.2
I -0.525113 -2.232336 -1.397403 -0.6 1.4 -0.7
C -1.281919 0.855190 -2.281806 4.2 -0.5 -0.9
C -0.266244 0.667421 -3.564447 -0.4 -0.4 -0.6
C -1.207219 0.789868 -4.886909 1.2 -0.8 0.0
F -0.576403 -0.052123 -5.907939 -0.8 1.2 1.3
O -2.057989 1.984461 -2.745210 -0.7 1.9 0.2
S -1.190816 3.446571 -2.718256 1.8 2.9 0.4
O -1.897660 4.647283 -2.154274 0.9 -4.2 -0.7
O -0.521801 3.879570 -3.983380 -1.6 -2.7 2.9
O -0.074206 2.862769 -1.580155 -1.5 0.5 -2.7
C -0.475250 1.538352 -1.025210 0.0 1.2 0.6
C -1.398416 2.085485 0.217716 -1.0 -1.3 0.2
C -2.728281 1.232470 0.491309 -1.1 0.9 1.3
C -3.716812 2.195624 1.384935 0.1 0.5 -0.9
C -4.917419 2.785098 0.468280 0.5 0.5 0.0
N -6.287376 2.412144 0.955460 -1.2 -0.7 -2.0
C -6.659092 1.027635 0.611031 0.6 -3.0 1.2
N -6.299447 -0.005896 1.367701 -0.4 2.7 -1.7
N -7.497181 0.665834 -0.558088 1.7 1.7 1.4
C 0.990692 0.948431 -0.692728 -0.4 -0.5 0.1
C 1.209040 0.348013 0.762441 4.9 1.1 1.3
O 2.357010 0.501335 1.266533 -4.8 -0.8 -1.9
Cl 0.017185 -0.566466 1.781741 0.6 0.8 -1.0
H -4.703593 -2.778452 -2.480044 1.8 0.4 0.6
H -2.969268 -3.210983 -2.945008 -0.8 0.6 1.3
H -3.421124 -2.999987 -1.121641 -0.2 0.6 -1.5
H 0.187857 -0.373673 -3.623973 -0.6 1.3 0.3
H 0.593592 1.413471 -3.562086 -1.3 -0.8 -0.1
H -2.228823 0.326316 -4.700125 1.3 0.8 -0.3
H -1.246951 1.844240 -5.308757 0.0 -1.5 0.6
H -0.822129 2.132240 1.204477 -0.5 -0.2 -1.5
H -1.754072 3.168141 0.026723 0.8 -1.8 -0.1
H -3.336129 0.968092 -0.437486 1.2 0.4 1.1
H -2.584899 0.288534 1.110889 0.2 1.2 -1.1
H -4.106150 1.654757 2.308935 0.5 0.8 -1.4
H -3.134195 3.126810 1.747529 -0.8 -1.6 -0.4
H -4.847895 2.478034 -0.631832 0.4 0.3 1.4
H -4.867566 3.940382 0.473052 -0.2 -1.8 0.1
H -6.933320 3.003501 0.387846 0.5 -0.3 0.8
H -5.751148 0.323845 2.175659 -0.4 0.0 -0.5
H -7.451317 1.393537 -1.282256 0.0 -0.5 0.3
H -7.206321 -0.252818 -0.912955 -0.2 0.6 0.4
H 1.333569 0.133851 -1.437131 -0.8 1.2 1.2
H 1.774702 1.786621 -0.812651 -1.4 -1.3 0.5
C -4.725484 5.855749 -2.335940 0.7 -0.3 -0.1
C -4.894707 5.797552 -3.845623 0.1 0.7 0.1
O -5.787792 4.706038 -4.075425 -0.4 -0.6 0.8
S -6.821808 4.597958 -2.830397 0.2 1.0 -0.1
O -8.036989 5.259418 -3.197289 0.7 -0.8 0.4
O -6.789315 3.255665 -2.327728 -0.3 0.5 -0.4
O -6.015792 5.552986 -1.800146 -0.8 -0.4 -0.7
H -4.024453 5.093665 -1.987566 -0.1 0.2 -0.1
H -4.392227 6.836638 -1.995734 -0.3 -0.1 0.1
H -3.949359 5.637759 -4.364165 -0.2 -0.2 0.0
H -5.368411 6.707469 -4.225645 0.1 0.0 0.0
C 6.192437 0.126490 -0.251309 -0.3 -0.7 0.3
C 6.527514 -0.789833 -1.417887 0.0 0.9 0.5
O 5.532769 -0.506212 -2.407603 -0.9 0.8 0.2
S 5.109671 1.055039 -2.298114 0.6 -0.3 0.1
O 5.846217 1.792800 -3.280144 -0.9 -0.3 0.7
O 3.683731 1.127731 -2.179904 0.8 0.1 -0.4
O 5.764583 1.353160 -0.845082 -0.1 0.0 -0.9
H 5.362777 -0.272561 0.339926 0.0 0.0 0.0
H 7.051181 0.296632 0.398831 -0.1 0.2 -0.2
H 6.504522 -1.840540 -1.140114 -0.3 0.2 -0.2
H 7.497034 -0.547011 -1.838584 -0.5 0.3 0.2
C 0.563575 1.292540 5.646870 0.5 0.0 -0.5
C 0.502948 2.811844 5.618076 0.3 0.0 0.6
O -0.761900 3.120512 5.032009 -0.4 -0.8 -0.2
S -1.829715 1.967630 5.438272 0.1 0.0 0.1
O -2.588510 2.432770 6.560359 0.3 -0.5 -0.9
O -2.433616 1.470263 4.239382 0.2 0.5 0.9
O -0.761842 0.867942 5.969271 -0.5 0.7 0.0
H 0.821170 0.888793 4.663419 0.0 0.0 0.0
H 1.272897 0.921957 6.387552 -0.3 0.0 0.0
H 1.313920 3.249523 5.036077 -0.3 0.0 -0.1
H 0.516830 3.226969 6.630164 0.1 0.0 0.0
C 8.279513 -4.294801 -4.588125 0.1 -0.7 -0.2
C 7.587787 -4.861094 -3.357699 -0.6 0.2 -0.3
O 8.451594 -4.538837 -2.267299 0.8 0.7 -0.3
S 9.198641 -3.134986 -2.580910 0.2 -0.6 -0.4
O 8.477148 -2.086313 -1.913428 2.1 -1.7 -0.7
O 10.608445 -3.327015 -2.429915 -1.0 0.3 0.2
O 8.851784 -3.056898 -4.162264 -0.1 0.2 1.0
H 9.090349 -4.948202 -4.921801 -0.1 0.0 0.0
H 7.584938 -4.129876 -5.412320 0.1 0.2 0.1
H 7.436688 -5.938323 -3.423434 0.2 0.1 0.2
H 6.625966 -4.369422 -3.184061 0.0 -0.1 -0.1
C 9.603806 -6.658219 2.465248 0.7 0.0 -0.2
C 9.757557 -5.158384 2.267142 0.0 0.0 0.7
O 8.998680 -4.860760 1.094576 -0.5 -0.8 -0.3
S 7.735473 -5.873971 1.009576 0.5 0.0 0.1
O 6.585767 -5.203921 1.545020 0.5 -0.6 -0.6
O 7.741845 -6.498556 -0.277649 -0.4 0.5 0.9
O 8.250787 -6.948798 2.109194 -0.5 0.8 -0.3
H 10.260588 -7.215155 1.791379 0.0 0.0 0.1
H 9.800328 -6.960635 3.494251 -0.3 0.0 -0.1
H 10.797812 -4.860096 2.138373 -0.2 0.0 -0.3
H 9.321041 -4.602916 3.102358 0.1 -0.1 0.0
C -8.557352 4.861429 4.317242 -0.4 0.1 0.5
C -9.762261 4.499842 3.462784 0.2 -0.7 0.0
O -9.866382 5.554084 2.504974 0.7 0.6 0.1
S -8.379728 6.106620 2.163016 -0.1 -0.2 0.1
O -7.932386 5.475545 0.957619 -0.1 0.7 0.7
O -8.370836 7.525966 2.345656 0.0 -1.0 -0.4
O -7.605301 5.417728 3.410342 -0.4 0.1 -0.8
H -8.812137 5.626783 5.055821 0.0 -0.1 0.0
H -8.136789 3.993245 4.825623 0.2 0.1 -0.2
H -10.678306 4.419628 4.047876 0.0 0.2 -0.2
H -9.594803 3.565007 2.919823 0.0 0.0 0.1
C 3.376031 -7.748380 2.075094 0.4 0.1 -0.5
C 3.320018 -6.229486 2.041644 0.4 0.0 0.5
O 2.056794 -5.918158 1.452262 -0.5 -0.8 -0.2
S 0.985181 -7.067423 1.859244 0.0 0.1 0.1
O 0.225187 -6.598656 2.979157 0.3 -0.5 -0.9
O 0.378466 -7.562936 0.661422 0.2 0.5 0.9
O 2.049508 -8.168869 2.395467 -0.5 0.7 0.0
H 3.634307 -8.155397 1.093372 0.0 0.0 0.0
H 4.083110 -8.118783 2.818025 -0.3 0.0 0.0
H 4.133864 -5.797007 1.460143 -0.2 0.0 -0.1
H 3.333184 -5.811310 3.052444 0.1 0.0 0.0
```
Forces are in eV/Å.

## Properties
- structure (SMILES) = [H]/N=C(/N)NCCCC[C@]1(CC(=O)Cl)OS(=O)(=O)O[C@]1(CCF)/C(I)=C(/C)I.O=S1(=O)OCCO1.O=S1(=O)OCCO1.O=S1(=O)OCCO1.O=S1(=O)OCCO1.O=S1(=O)OCCO1.O=S1(=O)OCCO1.O=S1(=O)OCCO1
- orbital gap (eV) = 7.9011
- 2S+1 = 1
- net charge = 0


DFT (the ωB97M-V functional and the def2-TZVPD basis) results for C28H49FeGe2NO7P2S as an isolated structure in a non-equilibrium geometry.

Structure (XYZ):
```
91
Properties=species:S:1:pos:R:3:forces:R:3
Fe 1.305479 -0.429624 0.073978 -1.2 -1.1 -0.8
C -2.344807 2.275766 -4.810377 0.1 -0.2 0.0
C -1.320712 2.892191 -3.884631 -0.2 0.2 0.0
C -1.940016 3.761751 -2.811833 0.1 -0.1 0.1
O -0.441330 1.867246 -3.259459 -0.2 0.1 0.0
P -0.753303 0.487541 -2.622573 0.8 -0.9 -0.4
O 0.592684 -0.006422 -2.056037 -0.8 0.0 0.3
C -2.106107 0.540830 -1.440638 0.4 -0.1 0.3
P -1.971257 -0.621366 -0.053873 -0.3 -0.1 -0.2
O -0.574081 -0.824812 0.477683 0.5 0.1 -0.2
O -2.961552 0.003471 0.944182 -0.1 0.0 0.1
C -3.586687 -0.624171 2.142630 -0.1 -0.2 0.2
C -2.628252 -1.569380 2.835953 0.1 0.1 -0.2
C -4.885716 -1.271964 1.724216 0.0 0.1 -0.2
O -2.575107 -1.974108 -0.547719 0.1 0.0 0.0
C -1.786957 -3.017281 -1.237159 0.1 -0.2 0.0
C -2.633006 -3.507852 -2.386549 -0.1 0.1 0.0
C -1.450124 -4.098127 -0.235281 -0.1 0.1 0.1
O -1.317074 -0.503838 -3.685248 0.0 -0.1 0.0
C -0.612881 -0.885228 -4.939741 0.1 -0.1 -0.2
C -1.683483 -1.369745 -5.887093 -0.1 0.0 0.1
C 0.436409 -1.936237 -4.651515 0.0 0.0 0.2
H -2.943657 3.075299 -5.246198 0.0 0.0 0.0
H -3.016274 1.602543 -4.271394 0.0 0.1 0.0
H -1.873562 1.727836 -5.626205 0.0 0.0 0.0
H -0.608162 3.474098 -4.462329 0.1 0.0 0.0
H -2.781442 3.260083 -2.328265 0.0 0.1 0.0
H -2.314053 4.676229 -3.270684 0.0 0.0 0.0
H -1.204691 4.034644 -2.054543 0.0 0.0 0.0
H -3.021483 0.272193 -1.970759 0.0 0.1 0.0
H -2.185204 1.542535 -1.018456 0.0 0.0 0.0
H -3.784314 0.230006 2.784372 0.1 0.1 -0.1
H -2.476804 -2.474013 2.240592 0.0 0.0 0.1
H -3.055067 -1.857499 3.796299 0.0 0.0 0.0
H -1.666277 -1.086696 3.016486 0.0 0.0 0.0
H -4.702585 -2.084138 1.019589 0.0 0.0 0.1
H -5.545939 -0.541334 1.256594 0.0 0.0 0.0
H -5.386868 -1.677566 2.603222 0.0 0.0 0.0
H -0.866982 -2.556198 -1.609390 0.0 0.1 0.0
H -3.596004 -3.856171 -2.009942 0.0 0.0 0.0
H -2.135713 -4.339207 -2.887121 0.0 0.0 0.0
H -2.809475 -2.708094 -3.106487 0.0 -0.1 0.0
H -2.366958 -4.542527 0.156258 0.0 0.0 0.0
H -0.873400 -3.691622 0.596427 0.0 0.0 0.0
H -0.865332 -4.881293 -0.718832 0.0 0.0 0.0
H -0.141998 0.016044 -5.333718 0.0 0.1 0.1
H -2.112820 -2.307579 -5.529686 0.0 0.0 0.0
H -1.248090 -1.540127 -6.871543 0.0 0.0 0.0
H -2.483837 -0.635995 -5.981609 0.0 0.0 -0.1
H -0.031844 -2.838182 -4.250138 0.0 0.0 -0.1
H 1.176288 -1.575351 -3.938327 0.0 0.0 -0.1
H 0.945486 -2.189986 -5.581363 0.0 0.0 0.0
C 4.633308 -1.447190 0.502615 0.0 0.1 0.0
Ge 3.253114 -1.300006 1.877182 0.2 -0.1 -0.2
C 3.895344 -1.632443 3.681173 -0.1 0.0 0.0
C 1.858297 -2.628800 1.368536 -0.2 0.5 -0.2
Ge 2.350148 1.064852 1.744191 1.0 0.6 1.5
C 3.696791 2.335909 2.279355 0.0 0.0 0.0
C 3.309167 3.675780 2.250512 0.1 -0.1 0.1
C 4.226639 4.664666 2.573079 0.0 0.0 0.0
C 5.523933 4.315757 2.929271 -0.1 0.0 0.0
C 5.908167 2.982648 2.958488 0.1 0.0 0.0
C 4.996839 1.988573 2.631125 -0.1 0.0 0.0
C 0.734295 1.250734 2.825909 -0.2 0.0 -0.2
C -0.314191 2.156474 2.675264 0.0 -0.1 0.1
C -1.299030 2.242680 3.650109 0.0 0.0 0.0
C -1.249556 1.432240 4.777920 0.0 0.0 0.0
C -0.222153 0.511104 4.923428 0.0 0.0 0.0
C 0.764837 0.421559 3.950485 0.0 0.0 -0.1
H 4.896829 -2.497521 0.374354 0.0 0.0 0.0
H 5.530492 -0.895998 0.780958 0.0 0.0 0.0
H 4.276709 -1.054902 -0.452327 0.1 0.0 0.0
H 4.752615 -2.301379 3.603412 0.0 0.0 0.0
H 3.118849 -2.120714 4.268035 0.0 0.0 0.0
H 4.203555 -0.717584 4.182948 0.0 0.0 0.0
H 2.149161 -3.599488 1.769710 0.1 0.0 -0.1
H 1.791495 -2.753208 0.270292 0.0 -0.2 0.1
H 0.864134 -2.387429 1.751265 0.1 -0.1 0.1
H 2.292869 3.949197 1.983361 0.0 0.0 0.0
H 3.929266 5.705011 2.543789 0.0 0.0 0.0
H 6.235177 5.088037 3.189862 0.0 0.0 0.0
H 6.921077 2.716303 3.231757 0.0 0.0 0.0
H 5.304315 0.949352 2.655589 0.0 0.0 0.0
H -0.375763 2.788625 1.802014 0.0 0.0 0.0
H -2.104299 2.957920 3.533327 0.0 0.0 0.0
H -2.008545 1.523698 5.544577 0.0 0.0 0.0
H -0.187243 -0.137273 5.790291 0.0 0.1 0.0
H 1.569295 -0.296053 4.081591 0.0 0.0 0.1
O 0.127571 2.082211 -0.344110 0.2 0.3 -0.4
S 1.392824 1.934892 -1.065937 0.4 1.1 0.7
N 2.468615 1.315194 -0.185169 -0.6 -0.2 -0.6
```
Forces are in eV/Å.

## Properties
- orbital gap (alpha / beta) (eV) = 7.5777 / 7.3128
- 2S+1 = 5
- net charge = +2


DFT (the ωB97M-V functional and the def2-TZVPD basis) results for C28H49N2OP3SZr as an isolated structure in a non-equilibrium geometry.

Structure (XYZ):
```
85
Properties=species:S:1:pos:R:3:forces:R:3
Zr -0.079946 0.104039 -1.013924 1.6 -2.4 2.0
P -0.783111 2.240038 0.583360 -0.9 1.7 0.7
P -2.694973 -0.229626 -1.147339 -1.7 0.1 -0.8
P 2.295656 1.513752 -1.042210 1.2 1.5 0.4
H 2.087033 -0.625768 -5.569421 -0.4 0.6 0.7
C 2.103311 -0.928337 -4.502451 1.0 -1.6 -2.7
C 1.565417 -2.227002 -4.263720 -0.8 0.2 1.1
H 0.674879 -2.421816 -4.897677 0.5 -0.1 0.8
C -1.443316 3.620418 -0.427720 0.1 -0.1 -0.2
C -2.094711 2.042643 1.858254 -0.2 -0.6 0.0
C 0.405935 3.123848 1.684253 0.6 -0.2 -0.2
C -2.937088 -1.928260 -1.772952 0.3 -0.6 0.2
C -4.053116 -0.122047 0.059203 0.0 0.4 0.6
C -3.319694 0.813242 -2.511086 0.3 0.2 0.0
C 3.542045 0.989629 -2.257303 -0.3 -0.5 -0.5
C 3.348088 1.525918 0.447036 -0.2 -0.3 0.3
C 2.182327 3.292394 -1.540567 -0.3 -0.1 -0.1
H 2.966501 -0.624257 -3.925776 -0.6 0.5 0.3
H 2.156191 -3.129090 -4.407164 1.2 0.0 -0.9
H -1.651639 4.490823 0.206971 0.0 -0.2 -0.1
H -2.366962 3.304850 -0.930630 0.2 0.1 0.1
H -0.707814 3.905912 -1.192530 -0.2 0.0 0.2
H -2.061161 2.878158 2.571149 0.1 -0.1 -0.4
H -1.933806 1.120122 2.432012 -0.1 0.1 -0.1
H -3.095167 2.003812 1.413518 0.3 0.0 0.1
H -0.107472 3.953960 2.190784 0.0 -0.2 -0.3
H 1.261571 3.528680 1.134127 -0.2 -0.1 0.2
H 0.779233 2.452689 2.467843 -0.2 0.3 -0.3
H -3.685307 -2.457563 -1.170086 0.1 0.2 -0.2
H -1.997936 -2.482657 -1.702594 -0.2 -0.2 0.0
H -3.241777 -1.911726 -2.825921 -0.1 0.0 0.4
H -4.498940 0.883175 0.055598 0.2 -0.3 0.0
H -3.686195 -0.337232 1.064122 -0.2 0.0 0.0
H -4.829309 -0.852176 -0.196341 0.2 0.2 -0.1
H -4.147544 0.299782 -3.005952 -0.1 0.2 0.1
H -2.530974 0.977322 -3.250489 -0.3 0.0 0.1
H -3.630958 1.794265 -2.126147 -0.1 -0.3 -0.2
H 4.347254 1.726401 -2.293979 0.0 -0.1 0.2
H 3.093792 0.954059 -3.253289 0.3 0.3 0.2
H 3.934069 -0.000668 -2.002552 0.1 0.2 0.0
H 4.376170 1.806222 0.178728 -0.3 0.0 0.0
H 3.353570 0.513025 0.866951 0.1 0.2 0.1
H 2.967223 2.217481 1.205312 0.1 -0.2 -0.2
H 3.148026 3.600495 -1.971374 -0.3 -0.1 0.2
H 1.949061 3.943453 -0.687913 0.0 -0.2 -0.3
H 1.404327 3.416716 -2.308820 0.2 0.1 0.2
C -0.449340 -0.758546 -3.060280 0.8 0.2 0.7
C 0.081308 0.484254 -3.516910 0.0 0.2 -0.5
C -0.668273 1.111145 -4.562106 0.9 -0.4 -1.4
C -1.429394 0.267343 -5.374115 -0.1 1.9 0.4
C -1.596566 -1.094421 -5.143679 0.8 -0.8 -0.4
C -1.023833 -1.627802 -4.000272 -0.9 0.0 0.3
S 1.544228 -2.463955 -2.406960 0.2 -0.1 0.1
H 2.879835 -2.223816 -2.382011 -0.3 -0.4 0.3
H 1.063431 0.947580 -3.147899 -1.9 -0.1 0.3
H -0.534043 2.187213 -4.765517 0.0 -0.7 -0.3
H -1.910201 0.697925 -6.220017 -0.4 0.4 -0.5
H -2.111472 -1.714843 -5.904076 0.3 0.4 0.6
H -0.984774 -2.721582 -3.864577 -0.9 0.6 0.5
C -0.273362 -2.021021 5.473702 -0.3 -0.1 0.5
N -0.601904 -2.064663 4.050537 0.0 0.2 -0.7
N 0.210364 -1.493695 3.103584 -0.1 0.1 -0.7
C -0.472247 -1.431645 1.907247 -1.0 -1.0 2.2
O -0.017531 -0.814807 0.844662 0.3 0.4 -2.0
C -1.720222 -2.064943 2.144715 0.9 1.0 -0.8
C -1.771806 -2.396465 3.486270 0.4 -0.1 0.5
C -2.861055 -2.992194 4.284015 -1.0 -0.5 0.3
C 1.574002 -1.199121 3.456502 0.0 0.9 -0.3
C 2.354353 -2.180452 4.042222 0.0 -0.1 0.0
C 3.587282 -1.834491 4.586681 0.0 0.4 -0.1
C 4.023858 -0.504713 4.496118 0.7 -0.1 0.0
C 3.255988 0.464287 3.837237 0.1 0.1 0.1
C 2.013193 0.123362 3.316304 0.1 -0.6 0.1
H 0.617912 -2.601233 5.697268 -0.1 0.1 0.0
H -1.116103 -2.478834 5.992283 0.1 0.1 0.0
H -0.172009 -0.992298 5.839939 0.1 -0.2 -0.3
H -2.490663 -2.189040 1.408013 -0.1 -0.2 0.0
H -3.600384 -3.463001 3.623731 0.2 0.1 0.1
H -2.508752 -3.771113 4.975477 0.0 0.2 -0.3
H -3.412824 -2.253317 4.893956 0.4 -0.1 -0.3
H 1.970876 -3.195836 4.102100 0.2 0.1 0.0
H 4.179112 -2.599470 5.087768 0.0 0.3 -0.2
H 5.017666 -0.229467 4.903942 -0.9 -0.2 -0.2
H 3.614329 1.499666 3.776230 -0.1 -0.5 0.0
H 1.376295 0.834953 2.796599 0.2 -0.2 0.3
```
Forces are in eV/Å.

## Properties
- orbital gap (alpha / beta) (eV) = 4.4477 / 4.4467
- 2S+1 = 1
- net charge = +4


Total energy: -8084.05414; -8175.88984; -2748.79435 (Eh)